Entry from OMol25: a molecular structure, C50H66N3OP2S4SiW in a non-equilibrium geometry (the ωB97M-V functional and the def2-TZVPD basis).

Output
Lowest unoccupied orbital energy (alpha / beta) (eV): -4.5 / -4.5
Net charge: +1
Total energy (eV): -131053.4225

Cartesian coordinates (Å):
W -0.1731 -0.6402 0.1155
C -0.5507 0.8758 5.0611
C -0.6826 0.0202 3.8036
C -0.2595 -1.4187 4.1138
P 0.1665 0.6460 2.2447
C 0.1282 2.5041 2.1886
C -1.3280 2.9245 2.0044
C 0.8403 3.2779 3.2908
C 1.9237 0.1633 2.4022
C 2.6453 0.0231 3.5809
C 3.8989 -0.5690 3.5743
C 4.4205 -1.0579 2.3889
C 3.7249 -0.9137 1.2012
C 2.4882 -0.2639 1.1788
N 1.7568 -0.0659 -0.0019
C 2.4180 0.3956 -1.1330
C 3.7512 0.8330 -1.1430
C 4.3518 1.2658 -2.3071
C 3.6523 1.2849 -3.5029
C 2.3124 0.9465 -3.4994
C 1.6867 0.5286 -2.3322
P -0.0990 0.2815 -2.1793
C -0.6191 -0.7024 -3.7011
C -0.9365 0.0557 -4.9890
C 0.4475 -1.7585 -3.9907
C -0.7966 2.0186 -2.2721
C -0.2520 2.9301 -3.3626
C -2.3233 1.9661 -2.2720
H -1.0359 0.3545 5.8846
H -1.0403 1.8383 4.9465
H 0.4864 1.0361 5.3363
H -1.7460 0.0093 3.5130
H 0.7900 -1.4653 4.3973
H -0.4132 -2.0793 3.2592
H -0.8539 -1.7973 4.9437
H 0.6809 2.6947 1.2528
H -1.9049 2.7395 2.9098
H -1.7871 2.3755 1.1771
H -1.3908 3.9859 1.7806
H 0.2497 3.3430 4.1986
H 1.0073 4.2939 2.9413
H 1.8142 2.8518 3.5238
H 2.2329 0.3746 4.5145
H 4.4538 -0.6632 4.4948
H 5.3778 -1.5562 2.3849
H 4.1268 -1.3321 0.2889
H 4.3063 0.8903 -0.2211
H 5.3747 1.6074 -2.2814
H 4.1280 1.6088 -4.4153
H 1.7502 1.0373 -4.4149
H -1.5453 -1.2000 -3.3741
H -0.0547 0.5476 -5.3912
H -1.7234 0.7919 -4.8535
H -1.2802 -0.6614 -5.7349
H 1.3171 -1.2984 -4.4528
H 0.0580 -2.5139 -4.6697
H 0.7798 -2.2572 -3.0784
H -0.4570 2.4398 -1.3111
H -0.4946 2.5847 -4.3619
H 0.8253 3.0400 -3.2706
H -0.6966 3.9141 -3.2318
H -2.7064 1.7869 -3.2732
H -2.7264 2.9139 -1.9256
H -2.6812 1.1715 -1.6169
C -5.6541 1.8960 1.6116
C -6.1435 0.5466 1.1000
C -5.1827 -0.0077 0.0579
S -3.6050 -0.4911 0.8999
O -2.5684 -0.4231 -0.2028
C -3.9159 -2.3034 1.1221
C -3.8289 -2.6332 2.6052
C -3.8316 -4.1331 2.8879
H -6.2790 2.2577 2.4207
H -5.6771 2.6301 0.8113
H -4.6320 1.8128 1.9734
H -7.1316 0.6547 0.6522
H -6.2445 -0.1536 1.9298
H -4.9121 0.7704 -0.6557
H -5.5908 -0.8629 -0.4754
H -3.1269 -2.7960 0.5484
H -4.8873 -2.5700 0.7144
H -4.6690 -2.1659 3.1222
H -2.9117 -2.2003 3.0089
H -4.7258 -4.5990 2.4846
H -3.8204 -4.2974 3.9626
H -2.9588 -4.6211 2.4602
S -1.4755 7.8136 0.7249
C -0.2363 6.7682 0.4369
S -0.3727 5.3907 -0.6380
C 1.2795 4.8692 -0.1118
N 1.7776 5.6968 0.7343
N 0.9843 6.7437 1.0202
C 1.4835 7.6748 1.9544
C 1.2019 9.0303 1.8522
C 1.7144 9.8971 2.7983
C 2.5064 9.4228 3.8293
C 2.7995 8.0727 3.9141
C 2.2973 7.1950 2.9757
S 1.9692 3.4489 -0.6484
H 0.5940 9.3993 1.0426
H 1.4964 10.9495 2.7234
H 2.8955 10.1069 4.5657
H 3.4183 7.6994 4.7150
H 2.5263 6.1407 3.0160
C 3.4129 -5.2829 1.4845
C 2.8113 -4.1855 2.0759
C 1.8048 -3.5130 1.4124
C 1.3597 -3.9319 0.1574
C 1.9788 -5.0391 -0.4224
C 3.0002 -5.7054 0.2317
Si -0.0603 -2.9520 -0.6602
C -1.3590 -4.2824 -1.1185
C -1.6049 -5.3768 -0.2868
C -2.6242 -6.2665 -0.5702
C -3.3934 -6.1013 -1.7114
C -3.1529 -5.0336 -2.5592
C -2.1599 -4.1233 -2.2510
H 4.1979 -5.8149 1.9989
H 3.1243 -3.8533 3.0550
H 1.3406 -2.6507 1.8804
H 1.6546 -5.3771 -1.3937
H 3.4703 -6.5579 -0.2334
H -0.9517 -1.5687 1.2662
H -0.9861 -5.5275 0.5867
H -2.8155 -7.0984 0.0909
H -4.1760 -6.8060 -1.9458
H -3.7363 -4.9140 -3.4595
H -1.9914 -3.2786 -2.9028

Atoms 1-3, force components in eV/Å:
-0.2 1.7 -2.2
-0.1 0.1 -0.2
-0.1 -0.2 -0.4